No. 1
A molecular structure, C40H55F4FeN2O2Se, computed with ωB97M-V/def2-TZVPD.

The geometry in XYZ format:
```
105
Properties=species:S:1:pos:R:3:forces:R:3:lowdin_charge:R:1
H -3.7628 3.8707 -5.9256 0.04 0.03 -0.03 0.083
N 0.7180 0.5637 1.8870 -1.19 -0.87 -1.72 -0.071
H -3.5811 0.7057 -6.1885 0.01 -0.03 -0.04 0.075
C 1.7103 -3.8282 -6.0133 -0.03 -0.08 0.13 -0.068
H -0.8705 3.1845 -3.0904 0.00 0.02 0.00 0.070
H -2.4318 2.8458 -5.3742 0.04 0.00 -0.01 0.076
H 3.7057 -5.4231 -5.3291 0.03 -0.04 0.00 0.083
H 1.9423 2.6048 1.0134 -0.01 -0.07 -0.04 0.108
H 1.4382 -3.1095 1.3668 0.03 0.03 0.03 0.065
C 2.6845 -0.6851 1.4892 -0.27 0.22 0.05 -0.152
C 0.2276 -2.7759 -1.1406 0.22 -0.17 -1.06 -0.364
C 4.2571 -1.2806 3.1917 -0.11 0.01 0.00 0.068
H 2.4304 -6.2668 -0.4056 0.01 -0.04 -0.03 0.085
C -4.2172 1.5918 1.2230 -0.12 -0.08 -0.08 -0.043
C 0.0508 1.6860 2.4926 0.01 0.32 -0.17 -0.199
C 3.2052 -5.0318 -4.4414 -0.10 0.01 -0.10 -0.045
H -4.8183 1.7619 -6.8761 -0.01 -0.01 -0.03 0.085
F 4.5571 -2.0038 0.9776 -0.03 0.05 -0.12 0.096
H 5.1543 -1.7892 3.5070 0.03 0.00 0.02 0.135
N 0.0766 2.4903 0.1101 -0.27 -0.55 -0.06 -0.201
H 0.5073 -2.2013 -4.5049 0.05 -0.01 -0.01 0.092
H 1.5126 -6.7389 1.0203 -0.01 -0.02 0.01 0.084
C 0.9805 -6.0135 -5.0712 0.08 0.12 -0.04 -0.044
H 1.5511 -5.6796 -2.2815 0.00 -0.02 0.03 0.094
H 2.1784 -4.3675 -6.8376 -0.01 0.02 -0.04 0.083
H 2.8054 -3.9468 0.6108 0.06 0.01 0.01 0.090
C 0.7315 -4.1139 -1.1190 -0.08 0.23 0.21 -0.077
O -2.1106 -0.0029 -0.0897 1.45 -0.09 0.87 -0.193
C -3.9105 1.3827 -3.5582 -0.08 0.03 0.01 -0.172
C -2.7617 0.3109 -1.1809 -0.15 0.15 -0.95 -0.382
H -1.6866 2.4915 -0.9727 0.06 0.16 0.03 0.101
C 0.5735 -2.7612 -3.5815 0.01 -0.09 -0.17 -0.079
C 1.8477 -4.0832 1.1145 -0.08 -0.08 0.00 -0.035
H 3.7276 -4.1305 -4.1181 0.04 0.01 0.00 0.092
H 0.8669 4.8970 1.3377 0.00 0.04 0.01 0.072
C -0.4996 -4.9649 0.8825 0.11 0.00 -0.04 -0.036
Se -0.2448 -0.2658 -2.4976 0.15 -0.30 0.16 1.230
H -0.7167 1.3666 3.2053 0.05 0.10 0.08 0.125
H 0.3784 2.0843 -2.5050 0.05 0.25 -0.04 -0.011
H 0.9896 -6.6878 -4.2154 -0.02 -0.03 0.01 0.077
C -3.4015 3.2595 -5.0963 -0.12 -0.06 -0.02 -0.050
F 3.8646 -0.5003 5.3668 -0.06 0.04 0.05 0.096
C -4.9197 0.7873 0.1169 0.07 -0.04 0.13 -0.531
F 1.6000 0.7172 4.6464 -0.03 -0.03 0.03 0.087
H -3.2726 1.1225 1.4760 -0.04 0.00 0.08 0.053
H 1.0143 5.1549 -0.4086 -0.01 0.08 0.03 0.066
H 1.4456 -6.5268 -5.9151 -0.01 -0.04 -0.02 0.084
C -6.3232 1.3676 -0.0713 0.10 -0.09 -0.01 -0.067
H -5.7439 3.4965 -3.7047 -0.04 0.02 0.02 0.086
H -6.8897 0.7966 -0.8086 -0.05 0.05 -0.04 0.088
C 0.8782 -4.8577 0.2095 -0.10 0.07 0.08 -0.531
H 0.7699 -6.8909 -0.5722 0.04 -0.04 -0.05 0.088
C 3.8311 -1.3302 1.8773 0.12 0.01 0.14 -0.235
C -5.7779 2.8015 -4.5447 0.10 -0.08 0.02 -0.064
C 1.4263 4.6169 0.4451 -0.11 -0.22 -0.06 -0.064
H 2.2699 -2.9048 -5.8563 -0.02 0.04 -0.02 0.087
C 0.1285 -2.1649 -2.4096 -0.25 0.17 0.41 -0.368
H -5.5922 1.7778 -2.3143 -0.01 0.00 0.00 0.087
H -5.2826 0.4367 -5.7963 0.00 -0.04 -0.02 0.090
H -4.8425 1.6086 2.1178 -0.03 0.05 0.01 0.088
C -4.4155 2.1462 -4.7797 0.05 -0.01 -0.12 -0.557
F 2.3062 -0.6927 0.1775 0.09 -0.04 0.00 0.043
H -2.0906 0.7141 -4.5063 -0.02 0.06 -0.03 0.105
H 0.7578 2.3177 3.0366 0.01 0.03 -0.04 0.117
H 0.6368 3.8290 -2.4358 0.04 0.01 -0.03 0.074
H -6.2951 2.4165 -0.3718 -0.02 0.01 -0.03 0.086
C -0.6591 2.4808 1.3784 -0.07 -0.06 0.29 -0.187
H 2.0192 -4.6376 2.0399 0.00 -0.01 0.02 0.091
C -2.6723 0.7613 -3.5935 0.04 -0.04 -0.06 -0.085
C 1.4329 -6.2741 0.0370 -0.07 0.13 -0.01 -0.067
C -4.5291 1.2026 -5.9843 -0.01 0.08 0.07 -0.045
C 1.8490 0.0261 2.3765 0.82 -0.42 0.39 -0.183
C -4.6056 1.3431 -2.3486 0.07 -0.02 -0.09 0.035
H -3.2606 3.9027 -4.2260 0.00 0.04 0.00 0.086
C -4.0984 0.8064 -1.1747 0.34 -0.10 0.32 -0.085
C 1.1110 -4.0326 -3.5509 -0.01 0.08 -0.02 -0.177
C 3.4812 -0.5660 4.0854 0.22 -0.07 -0.12 -0.218
H -0.0577 -5.7957 -5.3250 -0.03 -0.04 -0.01 0.090
H 0.6896 -3.5824 -6.3098 -0.01 0.05 -0.02 0.085
C 2.3210 0.0755 3.7071 -0.28 0.06 -0.31 -0.136
H -0.9149 -3.9776 1.0698 -0.05 -0.01 0.02 0.074
H -1.1868 -5.5180 0.2394 -0.04 -0.02 0.03 0.090
H -0.8758 3.4908 1.7500 -0.04 0.00 -0.08 0.127
Fe -0.0984 -0.1078 0.0945 -0.94 -0.59 0.78 1.049
C -2.1269 0.2255 -2.4406 0.25 -0.22 0.41 -0.357
H -6.0687 3.3662 -5.4313 0.00 -0.01 -0.03 0.085
H -5.6546 -0.7142 1.4994 -0.02 -0.01 0.01 0.086
H -0.4087 -5.4957 1.8323 -0.02 -0.01 0.02 0.085
H -4.0834 -1.1038 0.7861 0.00 -0.06 -0.02 0.079
H -4.0337 2.6203 0.9038 -0.01 0.04 0.02 0.093
H -1.6107 1.9924 1.1628 0.07 0.20 0.04 0.070
H -5.5598 -1.2673 -0.1822 -0.02 -0.04 0.01 0.092
H -6.8592 1.3095 0.8767 -0.01 -0.01 0.01 0.085
H 2.4580 4.9390 0.5807 0.01 0.02 0.00 0.080
C 1.1418 -4.6802 -2.3097 0.00 0.09 -0.08 0.026
H 3.2894 -5.7768 -3.6510 0.02 -0.01 0.04 0.076
C 1.7353 -4.7118 -4.7647 0.00 -0.10 0.02 -0.560
H 1.9366 2.8812 -0.7157 0.05 -0.04 0.02 0.115
H -1.0308 4.1130 -0.7148 -0.05 -0.08 0.13 0.124
H -6.5511 2.0554 -4.3562 -0.04 0.01 0.05 0.088
C -5.0616 -0.6713 0.5838 0.03 0.10 -0.03 -0.034
C 1.4033 3.1052 0.2092 0.21 0.05 -0.03 -0.225
O -0.1005 -2.1250 -0.0573 0.03 1.67 0.80 -0.188
C -0.7607 3.0726 -0.9477 -0.09 0.04 -0.23 -0.231
C -0.1083 3.0413 -2.3245 0.02 0.14 0.16 -0.091
```
Forces are in eV/Å.

Multiplicity: 6
HOMO-LUMO gap (spin up / spin down), eV: 8.24 / 6.03
LUMO energy (spin up / spin down), hartree: 0.01610 / -0.05941
<S²>: 8.765

=====

No. 2
A molecular structure, C40H56MoN2PSbSi3, computed with ωB97M-V/def2-TZVPD.

The geometry in XYZ format:
```
104
Properties=species:S:1:pos:R:3:forces:R:3:lowdin_charge:R:1
C -1.4872 0.3789 -2.2715 0.01 0.02 0.16 -0.538
C -2.4216 -1.3889 4.7597 0.01 -0.01 -0.02 -0.050
H 0.9471 -3.8428 3.6325 0.02 -0.03 0.02 0.076
H 2.8388 -3.6536 -0.8845 0.00 0.03 0.05 0.035
C -4.3402 -0.1913 -3.6291 -0.15 0.08 0.01 -0.165
C -2.5411 -2.6735 2.2949 -0.04 0.00 0.03 -0.093
H 4.6792 -2.2747 -2.9787 -0.03 0.07 -0.02 0.054
H -3.8132 1.4877 -1.6255 0.01 -0.01 0.08 0.076
C 3.7391 0.1375 3.5042 0.04 -0.07 -0.04 -0.050
H -0.8127 4.2159 3.7565 0.02 -0.01 0.01 0.114
C 1.8681 -0.1782 -0.8853 -0.24 0.50 -0.05 -0.587
H -0.8381 -3.9672 0.1753 -0.04 0.00 0.00 0.029
C 1.4081 -3.0163 3.0916 0.01 -0.04 -0.07 -0.219
H 0.9217 -3.0108 -1.6620 0.03 -0.01 0.00 -0.009
C -3.7039 -2.4522 3.0199 0.01 0.02 0.02 -0.052
C 3.4892 1.1871 4.3362 -0.06 0.08 0.06 0.008
H 4.3462 3.1534 -2.6624 0.00 -0.01 0.01 0.124
C 4.8635 -0.2965 -0.3087 0.17 0.09 0.05 -0.158
C -1.3626 1.3898 -5.1931 -0.04 -0.04 -0.13 -0.171
C -2.9388 3.1004 -3.2290 -0.11 0.06 0.04 -0.164
H 1.6824 4.2683 0.5081 -0.01 -0.02 -0.01 0.125
C 2.1152 3.5370 -0.1630 0.01 0.06 0.01 -0.033
H 3.4921 4.8935 -1.1105 0.01 -0.03 -0.02 0.118
H -2.3730 -0.8978 5.7232 0.00 -0.01 -0.02 0.119
H -4.6545 -2.7901 2.6272 0.02 0.00 0.01 0.119
H 4.4904 0.4210 0.4267 0.06 -0.03 0.00 0.029
Si -1.4805 1.9536 -3.4234 0.00 -0.04 0.02 0.415
C -2.0203 -1.8072 -4.5279 0.08 -0.03 -0.09 -0.189
C -3.8534 1.3900 0.4954 -0.07 0.03 0.01 0.015
H 4.6586 -0.4286 3.5840 -0.03 0.02 -0.01 0.121
H -2.6036 -3.1784 1.3386 0.00 0.00 0.02 0.094
C -3.1602 1.0149 1.6461 -0.10 0.04 0.00 -0.020
H -4.9975 0.1492 -2.8263 0.00 -0.01 -0.07 0.041
C 1.3371 1.6255 3.2314 0.15 -0.01 -0.03 -0.178
H -0.3802 -4.7711 1.6889 0.02 -0.04 -0.02 0.076
H 0.8433 4.7386 5.5348 0.00 -0.03 -0.02 0.118
H 2.9828 -1.0815 1.9124 -0.01 -0.05 0.04 0.064
C 3.5981 2.9052 -1.9187 -0.03 -0.16 -0.02 -0.091
N -1.3271 0.3223 0.2461 -0.29 0.05 0.22 -0.064
H -0.4752 -3.0827 -2.7487 0.04 0.03 -0.01 0.017
C -1.9893 0.6523 -0.8983 0.01 -0.06 0.04 -0.353
H 5.5455 -0.9832 0.2009 -0.03 0.04 -0.02 0.047
H 4.0581 -0.6818 -3.4666 -0.01 -0.04 -0.01 0.041
H 5.4379 0.2646 -1.0491 -0.04 -0.04 0.07 0.045
H -2.9316 3.6135 -2.2637 -0.01 -0.01 -0.05 0.046
H -1.0243 2.2424 -5.7899 -0.03 -0.03 0.02 0.055
C 3.3008 -2.8885 -0.2554 -0.03 -0.14 -0.05 -0.178
H -2.3287 1.0770 -5.5949 0.06 0.00 -0.02 0.035
H -2.8135 3.8698 -3.9987 -0.01 -0.03 0.04 0.057
C 0.0488 3.5742 3.8930 0.05 0.04 0.06 -0.051
H -2.8523 -1.8361 -0.6821 -0.03 -0.02 -0.01 0.008
C -0.0735 -4.0393 0.9408 0.03 0.07 0.05 -0.219
H -0.0686 3.9254 -3.5844 0.02 -0.05 0.02 0.058
H -0.3083 -1.2757 4.4468 -0.01 -0.02 0.00 0.108
H 2.9889 -2.0956 -3.4235 0.05 -0.02 -0.01 0.014
Mo 0.6200 -0.2410 0.7327 1.12 -0.07 -0.75 1.327
H -1.3273 0.1955 2.3286 0.00 0.03 -0.01 0.077
H -0.5223 2.2878 2.3220 0.02 0.00 -0.03 0.077
P 0.2033 -2.4794 1.8380 -0.13 -0.33 0.25 0.876
Sb 0.5182 -0.5203 -2.6506 -0.06 -0.25 0.25 1.498
C 3.8215 -1.5958 -2.9209 0.01 0.00 -0.20 -0.189
C 2.0893 3.0822 5.0535 0.07 -0.06 0.02 -0.009
H -4.2161 0.6132 -4.3522 -0.02 0.02 -0.02 0.026
H -3.5688 1.1242 2.6403 0.00 0.00 -0.02 0.127
Si 3.4889 -1.2428 -1.1358 -0.09 0.02 0.22 0.441
C -3.6452 -1.8092 4.2497 0.02 -0.01 -0.01 -0.052
C -0.0040 2.9968 -3.0084 0.20 0.08 0.03 -0.174
H 0.8566 -4.3628 0.4777 0.02 0.00 -0.02 0.048
H -2.3700 -2.8450 -4.5216 0.00 0.07 0.00 0.056
H 2.7239 -2.8047 0.6636 -0.01 -0.07 0.05 -0.039
H 0.9529 2.5269 -3.2536 -0.02 0.05 0.04 0.023
H -4.5515 -1.6476 4.8189 0.01 0.00 -0.01 0.119
H -3.9219 2.6558 -3.3810 0.00 0.02 -0.03 0.029
C -3.1946 -2.1472 -1.6731 -0.06 -0.16 0.10 -0.157
C 2.7664 -0.2264 2.5506 -0.06 0.07 -0.11 -0.162
H -0.9339 -1.8382 -4.6225 -0.03 -0.02 -0.04 -0.004
H -0.6679 -2.4251 -1.1232 0.01 -0.04 0.02 -0.046
C -1.2556 -1.6142 4.0418 -0.04 0.03 0.04 -0.103
C -1.9167 0.4953 1.4665 0.10 0.02 -0.22 -0.175
C -1.3127 -2.2604 2.8061 0.00 0.03 -0.04 -0.403
C 0.0100 -2.5032 -1.9663 0.04 0.06 -0.08 -0.319
H -0.6476 0.5821 -5.3570 0.01 0.03 -0.02 0.019
H 2.3194 -3.3695 2.6121 0.02 -0.01 0.04 0.051
C -3.2729 1.2101 -0.7354 -0.01 -0.01 -0.11 -0.034
H -4.8465 1.8166 0.5677 0.03 -0.01 -0.02 0.134
H 1.6598 -2.2208 3.7847 -0.01 0.04 0.03 0.041
Si -2.7387 -0.9315 -3.0336 0.07 0.03 0.04 0.467
H 0.8329 1.9286 0.4388 -0.26 0.38 0.27 0.057
H -4.2838 -2.2355 -1.6233 0.06 -0.01 0.01 0.051
H 2.8287 3.3100 5.8124 -0.02 0.00 -0.03 0.125
C 0.2189 2.4821 3.0858 0.00 -0.07 0.01 -0.061
H 4.2099 1.4606 5.0983 -0.02 0.01 -0.03 0.129
C 1.5848 0.4737 2.4085 -0.39 -0.04 0.06 -0.255
H 0.0004 3.2684 -1.9515 0.02 0.04 -0.03 0.030
H -2.4026 -1.3405 -5.4376 0.02 -0.03 0.03 0.044
H -2.7967 -3.1460 -1.8723 -0.04 0.07 0.02 0.040
N 3.2064 1.6267 -1.8877 0.12 0.11 0.06 0.101
C 2.2986 1.9566 4.2193 0.09 0.02 0.04 -0.151
C 1.6772 2.2283 -0.1797 -0.02 -0.16 -0.04 -0.100
H 4.2931 -3.2606 0.0190 -0.06 0.03 -0.03 0.056
C 2.2749 1.2860 -1.0024 -0.14 -0.16 -0.04 -0.492
C 3.1117 3.8827 -1.0606 0.03 0.03 -0.01 -0.030
H -4.8660 -1.0030 -4.1460 0.02 0.04 0.05 0.060
C 0.9896 3.8748 4.8995 -0.09 0.02 -0.05 -0.048
```
Forces are in eV/Å.

Relative energy (zero: lowest compared OMol25 entry of this formula, charge and spin), eV: 0.1059
Multiplicity: 3
HOMO-LUMO gap (spin up / spin down), eV: 7.04 / 6.73
Total charge: +2
LUMO energy (spin up / spin down), hartree: -0.22080 / -0.24476
<S²>: 2.034